Record 1
Here is a molecular structure, C6H7N from the OMol25 dataset. Energies are from the ωB97M-V functional and the def2-TZVPD basis.

The spin multiplicity is 1. As for the net charge: 0. The calculation puts the HOMO energy at -8.646 eV. The value obtained for the LUMO energy is 0.21 eV. The calculation puts the frontier orbital gap at 8.8580 eV.

Element x y z (Å)
C  0.208  -0.371  -1.273
C  1.203  0.113  -0.236
C  0.681  -0.068  1.153
C  0.811  1.318  0.543
N  -1.289  0.918  0.290
C  -1.072  -0.313  -0.471
C  -0.794  -0.298  0.984
H  0.435  -1.389  -1.608
H  0.156  0.283  -2.149
H  2.269  0.019  -0.413
H  1.268  -0.389  2.002
H  -0.465  1.732  0.310
H  -1.976  -0.781  -0.854
H  -1.435  -0.774  1.722

***

Record 2
Here is C6H7N in the gas phase from the OMol25 dataset. Energies are from the ωB97M-V functional and the def2-TZVPD basis.

The spin multiplicity is 1. As for the net charge: 0. The calculation puts the HOMO energy at -8.520 eV. The value obtained for the LUMO energy is 1.00 eV. The calculation puts the frontier orbital gap at 9.5187 eV. As for the structure (SMILES): [H]/N=C1/C[C@@]1(C)C#C.

Element x y z (Å)
H  -2.940  1.036  0.137
N  -2.059  1.452  0.025
C  -0.951  1.012  0.029
C  0.472  1.373  -0.115
C  0.093  -0.069  0.150
C  0.015  -0.892  -1.181
C  0.631  -0.841  1.273
C  1.264  -1.518  2.034
H  0.934  1.948  0.672
H  0.696  1.519  -1.268
H  0.981  -1.165  -1.709
H  -0.402  -0.084  -1.897
H  -0.557  -1.858  -0.971
H  1.823  -1.911  2.821

***

Record 3
Here is a molecular structure, C6H7N from the OMol25 dataset. Energies are from the ωB97M-V functional and the def2-TZVPD basis.

The spin multiplicity is 1. As for the net charge: 0. The calculation puts the HOMO energy (spin up / spin down) at -7.742 / -7.939 eV. The value obtained for the LUMO energy (spin up / spin down) is -0.43 / 0.07 eV. The calculation puts the frontier orbital gap (spin up / spin down) at 7.3112 / 8.0089 eV.

Element x y z (Å)
C  1.243  -0.438  0.973
C  0.351  -0.210  -0.077
C  -1.207  -0.165  0.301
C  -2.002  0.557  1.038
C  1.962  0.816  0.399
C  -0.765  -1.288  -0.518
N  0.999  0.761  -0.689
H  1.642  -1.479  0.953
H  -1.751  1.275  1.767
H  -3.142  0.516  0.909
H  1.857  1.772  0.991
H  3.043  0.694  0.291
H  -0.805  -1.413  -1.672
H  -0.731  -2.325  -0.093

***

Record 4
Here is C6H7N in the gas phase from the OMol25 dataset. Energies are from the ωB97M-V functional and the def2-TZVPD basis.

The spin multiplicity is 3. As for the net charge: 0. The calculation puts the HOMO energy (spin up / spin down) at -7.452 / -8.773 eV. The value obtained for the LUMO energy (spin up / spin down) is 0.59 / -1.06 eV. The calculation puts the frontier orbital gap (spin up / spin down) at 8.0473 / 7.7177 eV.

Element x y z (Å)
C  -2.684  -0.321  -0.052
C  1.933  0.622  0.089
C  0.360  -1.086  -0.012
C  0.554  1.198  -0.146
C  1.906  -0.880  0.199
C  -0.454  0.296  -0.001
N  -1.780  0.465  0.301
H  -3.584  0.050  0.332
H  -2.448  -1.183  -0.562
H  2.568  0.862  -0.698
H  2.568  1.035  0.839
H  0.282  -1.553  -0.903
H  0.259  -1.824  0.858
H  0.520  2.319  -0.242

***

Record 5
Here is a gas-phase ion, C6H7N2O2 (charge -1) from the OMol25 dataset. Energies are from the ωB97M-V functional and the def2-TZVPD basis.

The spin multiplicity is 3. As for the net charge: -1. The calculation puts the HOMO energy (spin up / spin down) at -2.002 / -2.435 eV. The value obtained for the LUMO energy (spin up / spin down) is 3.62 / 3.05 eV. The calculation puts the frontier orbital gap (spin up / spin down) at 5.6178 / 5.4872 eV.

Element x y z (Å)
C  0.802  1.451  -0.004
C  -0.334  0.585  0.009
C  -0.383  -0.736  -0.022
C  2.180  1.108  0.051
C  -1.647  1.337  0.129
C  -1.115  -1.968  -0.184
N  2.638  -0.142  -0.118
N  2.040  -1.217  -0.015
O  2.268  -2.369  -0.274
O  3.055  1.952  0.272
H  0.564  2.480  0.013
H  -2.632  1.053  -0.404
H  -1.365  2.326  0.126
H  -1.959  1.175  1.157
H  -1.743  -1.931  -1.105
H  -1.936  -2.320  0.591
H  -0.434  -2.785  -0.222

***

Record 6
Here is 2 unconnected molecules or ions with the total composition C6H7N2O2 from the OMol25 dataset. Energies are from the ωB97M-V functional and the def2-TZVPD basis.

The spin multiplicity is 1. As for the net charge: +1. The calculation puts the HOMO energy at -13.556 eV. The value obtained for the LUMO energy is -5.25 eV. The calculation puts the frontier orbital gap at 8.3012 eV.

Element x y z (Å)
C  -0.567  -0.632  -0.060
C  -1.812  -0.075  0.120
C  0.298  0.490  -0.024
C  2.366  1.539  -0.451
C  2.818  -1.157  0.235
C  -3.167  -0.657  0.167
N  -0.397  1.600  0.174
N  1.665  0.536  -0.152
O  3.916  -0.898  0.117
O  -1.670  1.247  0.265
H  -0.331  -1.659  -0.233
H  3.444  1.440  -0.478
H  1.917  2.502  -0.671
H  2.068  -1.891  0.478
H  -3.117  -1.732  0.313
H  -3.741  -0.200  0.970
H  -3.689  -0.453  -0.768

***

Record 7
Here is a molecular structure, C6H7N2OS3Ta from the OMol25 dataset. Energies are from the ωB97M-V functional and the def2-TZVPD basis.

The spin multiplicity is 1. As for the net charge: +2. The calculation puts the HOMO energy at -16.172 eV. The value obtained for the LUMO energy is -9.04 eV. The calculation puts the frontier orbital gap at 7.1272 eV.

Element x y z (Å)
Ta  0.817  0.834  0.383
S  2.588  4.045  2.432
C  1.979  2.854  1.624
S  0.656  1.710  2.410
S  2.453  2.339  -0.045
N  0.368  -3.140  -0.840
C  -0.096  -3.242  0.462
C  -0.081  -1.995  0.965
N  0.393  -1.118  -0.037
C  0.655  -1.886  -1.116
H  0.476  -3.912  -1.489
H  -0.388  -4.183  0.897
H  -0.376  -1.656  1.946
H  1.032  -1.548  -2.070
C  -2.035  1.491  -1.103
C  -0.850  2.134  -0.425
O  -0.651  3.286  -0.225
H  -2.707  2.261  -1.480
H  -2.552  0.867  -0.369
H  -1.682  0.859  -1.921

***

Record 8
Here is C6H7N3O in the gas phase from the OMol25 dataset. Energies are from the ωB97M-V functional and the def2-TZVPD basis.

The spin multiplicity is 1. As for the net charge: 0. The calculation puts the HOMO energy at -8.639 eV. The value obtained for the LUMO energy is 0.67 eV. The calculation puts the frontier orbital gap at 9.3111 eV. As for the structure (SMILES): NC(=O)Nc1ccccn1.

Element x y z (Å)
N  0.482  1.363  -3.070
C  0.377  1.379  -1.790
O  -0.107  2.359  -1.118
N  0.799  0.124  -1.164
C  0.094  -0.198  0.091
C  0.978  -0.885  1.077
C  0.301  -1.279  2.264
C  -1.089  -1.067  2.347
C  -1.759  -0.445  1.258
N  -1.144  0.030  0.157
H  0.758  0.512  -3.708
H  0.039  2.272  -3.728
H  1.943  0.241  -1.152
H  1.999  -1.137  0.766
H  0.859  -1.704  3.019
H  -1.521  -1.410  3.363
H  -3.009  -0.155  1.389

***

Relative energy (zero: lowest compared OMol25 entry of this formula, charge and spin) across the listed records, respectively: 576.2; 484.0; 759.4; 216.3; 13.0; 392.8; 273.4; 187.9 kJ/mol.
Molar mass across the listed records, respectively: 93.13; 93.13; 93.13; 93.13; 139.13; 139.13; 400.28; 137.14 g/mol.